1.
Density functional theory data (the ωB97M-V functional and the def2-TZVPD basis) for a molecular structure, C25H36NOP3Ru in a non-equilibrium geometry.

Each line ends with the Mulliken spin population.
Positions of all 67 atoms, in Å:
Ru: -0.948 0.453 -2.392  1.67
H: -0.398 5.077 -0.544  0.35
H: 1.286 1.247 1.683  -0.03
P: -0.869 3.734 -0.896  0.36
P: 1.225 0.670 -2.927  0.09
C: 1.629 -0.790 -3.919  0.04
H: 2.637 -0.761 -4.341  0.01
H: 1.515 -1.685 -3.305  -0.02
H: 0.895 -0.831 -4.725  0.01
C: 1.712 2.101 -3.959  0.04
H: 2.020 2.934 -3.318  0.00
H: 2.519 1.864 -4.662  0.01
H: 0.821 2.404 -4.514  0.00
C: 2.643 0.776 -1.725  0.06
H: 2.296 0.408 -0.747  -0.02
H: 3.534 0.217 -2.071  0.01
H: 2.926 1.833 -1.595  0.00
C: -1.610 4.820 -2.315  0.05
H: -2.590 5.202 -2.020  0.00
H: -0.921 5.615 -2.611  -0.01
H: -1.744 4.114 -3.140  0.02
C: -2.202 2.418 -1.355  0.36
H: -2.418 1.734 -0.533  0.03
H: -3.132 2.964 -1.614  -0.01
H: -1.904 1.870 -2.297  -0.11
C: -1.665 3.824 0.845  0.05
H: -0.945 4.318 1.513  -0.02
H: -2.623 4.354 0.828  0.00
H: -1.781 2.811 1.218  0.01
C: -1.900 -0.987 -2.945  -0.03
O: -2.585 -1.842 -3.396  0.13
H: -0.743 1.216 -3.758  -0.04
N: 0.711 0.804 0.920  0.87
P: 0.311 -0.664 1.369  -0.05
C: 0.149 -2.042 0.174  0.00
C: -1.075 -2.693 -0.052  0.05
C: -1.137 -3.856 -0.825  0.00
C: 0.011 -4.364 -1.430  0.00
C: 1.208 -3.661 -1.305  -0.01
C: 1.285 -2.519 -0.508  0.00
C: 1.538 -1.221 2.577  0.03
C: 2.045 -2.527 2.588  -0.01
C: 3.192 -2.794 3.357  0.00
C: 3.799 -1.756 4.080  0.01
C: 3.232 -0.472 4.136  0.00
C: 2.077 -0.216 3.394  0.00
C: -1.272 -0.758 2.240  0.04
C: -2.291 0.108 1.837  0.04
C: -3.498 0.145 2.542  0.00
C: -3.668 -0.692 3.648  0.01
C: -2.662 -1.578 4.037  0.01
C: -1.452 -1.619 3.331  0.00
H: -1.982 -2.305 0.414  0.00
H: -2.089 -4.378 -0.930  0.00
H: -0.031 -5.297 -1.990  0.00
H: 2.107 -4.035 -1.799  0.00
H: 2.236 -2.003 -0.381  0.00
H: 1.550 -3.305 2.002  0.00
H: 3.561 -3.829 3.393  0.00
H: 4.699 -1.962 4.653  0.00
H: 3.659 0.320 4.754  0.00
H: 1.581 0.755 3.419  0.00
H: -2.117 0.744 0.972  0.01
H: -4.289 0.818 2.216  0.00
H: -4.610 -0.667 4.196  0.00
H: -2.804 -2.260 4.880  0.00
H: -0.651 -2.303 3.629  0.00

Results
E_HOMO (alpha / beta), eV: -13.50 / -14.39
Multiplicity: 5
Relative energy (zero: lowest compared OMol25 entry of this formula, charge and spin), kcal/mol: 29.8
Net charge: +2
Energy, Eh: -2222.34011
Kohn-Sham gap (alpha / beta), eV: 6.881 / 4.938

2.
Density functional theory data (the ωB97M-V functional and the def2-TZVPD basis) for a molecular structure, C25H37As3N4O7STi in a non-equilibrium geometry.

Each line ends with the Mulliken charge.
Positions of all 78 atoms, in Å:
Ti: -0.044 -1.442 0.232  -0.38
O: 1.865 1.135 2.488  -0.50
C: 1.323 0.105 2.278  0.27
O: 1.115 -0.315 0.950  -0.45
C: 0.811 -0.831 3.324  0.76
C: 1.173 -0.527 4.635  -0.62
C: 0.739 -1.345 5.655  -0.63
C: -0.058 -2.448 5.433  -0.24
C: -0.432 -2.729 4.132  -0.50
C: 0.001 -1.941 3.072  0.39
O: -0.343 -2.240 1.785  0.24
N: -1.317 -3.902 3.931  0.92
O: -1.975 -3.946 2.908  -0.54
O: -1.331 -4.724 4.807  -0.54
N: 1.130 -1.022 7.049  1.07
O: 1.843 -0.061 7.199  -0.59
O: 0.703 -1.751 7.911  -0.59
H: 1.787 0.338 4.846  0.66
H: -0.388 -3.072 6.252  0.68
C: -3.336 -0.186 -1.461  -1.28
As: -2.534 -1.655 -0.497  0.93
C: -3.903 -2.101 0.779  -1.06
C: -2.602 -3.046 -1.877  -0.92
C: -1.894 -4.395 -1.696  2.68
C: -2.122 -4.959 -0.298  -1.14
C: -0.380 -4.318 -1.998  -1.83
As: 0.902 -3.633 -0.685  1.20
C: 1.131 -5.014 0.640  -1.31
C: 2.553 -3.743 -1.668  -0.96
C: -2.446 -5.370 -2.767  -2.24
As: -4.358 -5.808 -3.131  0.32
C: -4.938 -4.145 -4.014  -1.02
C: -5.290 -5.533 -1.426  -0.82
H: -2.692 0.154 -2.269  0.44
H: -3.525 0.639 -0.775  0.45
H: -4.283 -0.546 -1.869  0.42
H: -4.803 -2.336 0.207  0.40
H: -4.088 -1.233 1.411  0.48
H: -3.604 -2.944 1.397  0.26
H: -2.285 -2.546 -2.796  0.61
H: -3.676 -3.226 -1.957  -0.10
H: -1.702 -4.315 0.484  -0.27
H: -1.661 -5.943 -0.195  0.39
H: -3.181 -5.073 -0.075  0.14
H: -0.196 -3.732 -2.903  0.51
H: -0.002 -5.330 -2.178  0.72
H: 1.111 -5.977 0.127  0.47
H: 0.343 -4.974 1.387  0.28
H: 2.102 -4.877 1.118  0.48
H: 2.719 -4.804 -1.867  0.48
H: 3.374 -3.350 -1.070  0.48
H: 2.490 -3.199 -2.608  0.08
H: -1.978 -6.343 -2.597  0.51
H: -2.103 -5.047 -3.757  0.60
H: -4.123 -3.724 -4.601  0.26
H: -5.311 -3.395 -3.316  0.26
H: -5.746 -4.397 -4.699  0.45
H: -5.016 -6.303 -0.707  0.34
H: -6.351 -5.649 -1.648  0.42
H: -5.143 -4.546 -0.985  0.03
N: 2.664 0.006 -1.613  -0.09
C: 1.762 -0.364 -2.513  0.26
S: 0.079 -0.484 -2.063  -0.40
N: 2.101 -0.636 -3.765  -0.01
C: 3.436 -0.563 -4.311  0.26
C: 4.160 0.619 -4.235  -0.20
C: 5.434 0.663 -4.784  -0.59
C: 5.958 -0.454 -5.418  -0.49
C: 5.211 -1.620 -5.513  -0.68
C: 3.942 -1.680 -4.956  -0.50
H: 2.349 0.340 -0.712  0.09
H: 3.628 0.162 -1.877  0.31
H: 1.360 -0.978 -4.362  0.31
H: 3.726 1.512 -3.803  0.57
H: 6.003 1.580 -4.737  0.41
H: 6.945 -0.411 -5.857  0.42
H: 5.615 -2.483 -6.021  0.40
H: 3.350 -2.584 -5.032  0.40

Results
E_HOMO, eV: -13.11
Multiplicity: 1
Relative energy (zero: lowest compared OMol25 entry of this formula, charge and spin), kcal/mol: 4.5
Net charge: +2
Energy, Eh: -9674.89879
Kohn-Sham gap, eV: 5.812